No. 1
This record from the Open Molecules 2025 dataset describes 4 unconnected molecules or ions with the total composition C23H26Cl6NS. The level of theory is ωB97M-V/def2-TZVPD.

Summary:
gap between HOMO and LUMO = 0.27577 Ha
lowest unoccupied orbital energy = -3.248 eV
net charge = +1
HOMO = -10.752 eV

Cartesian coordinates (Å):
C 4.513104 2.392655 -3.558034
C 4.315679 0.946937 -3.068946
C 3.315834 0.793602 -1.907805
C 1.879517 0.480767 -2.324575
S 1.341166 1.481505 -3.749224
C -0.536082 1.531857 -3.552013
N -1.239055 0.508882 -4.226542
H 5.567888 2.654995 -3.641568
H 4.079443 3.121960 -2.865629
H 4.079510 2.565306 -4.546868
H 5.269400 0.523834 -2.751432
H 3.992040 0.309687 -3.900253
H 3.306407 1.692153 -1.284106
H 3.619331 -0.025076 -1.251992
H 1.171560 0.674441 -1.519784
H 1.768128 -0.550782 -2.665059
H 1.653878 2.687787 -3.234163
H -0.805664 2.516852 -3.934531
H -0.705717 1.494708 -2.475885
H -1.127232 0.540895 -5.234377
H -1.000244 -0.427607 -3.918480
Cl 2.291858 0.431795 1.758621
C 2.430946 -1.271202 2.053350
C 1.707629 -2.193260 1.305296
Cl 0.638259 -1.651860 0.042039
C 1.819870 -3.550971 1.557250
C 2.657564 -3.986681 2.571321
C 3.381711 -3.070480 3.320612
C 3.273641 -1.714829 3.062040
H 1.243455 -4.248798 0.965749
H 2.732365 -5.044442 2.783799
H 4.023377 -3.411847 4.120247
H 3.823716 -0.988181 3.643872
Cl -7.445029 4.428933 -1.402861
C -6.292465 3.425570 -2.199242
C -5.067044 3.134372 -1.607683
Cl -4.650339 3.762540 -0.053877
C -4.158985 2.322783 -2.272631
C -4.460421 1.805334 -3.520691
C -5.683974 2.094273 -4.109479
C -6.595201 2.900604 -3.449508
H -3.219690 2.100648 -1.782326
H -3.735349 1.174676 -4.017212
H -5.934356 1.693565 -5.082477
H -7.553940 3.136805 -3.890177
Cl 0.203138 -2.617802 8.824921
C -0.384966 -2.411385 7.216138
C 0.316458 -2.914134 6.125091
Cl 1.809911 -3.761750 6.342872
C -0.171397 -2.731242 4.839001
C -1.361230 -2.051608 4.639764
C -2.065265 -1.552726 5.726633
C -1.578131 -1.732057 7.010103
H 0.393497 -3.130064 4.006815
H -1.738476 -1.916618 3.634522
H -2.997486 -1.024119 5.579912
H -2.112539 -1.351199 7.869460

Atoms 1-6, force components in eV/Å:
C -0.013 0.128 -0.078
C -0.018 -0.174 0.046
C 0.018 0.054 -0.082
C -0.007 -0.086 0.044
S 0.239 0.154 0.025
C -0.450 0.065 0.086

---

No. 2
This record from the Open Molecules 2025 dataset describes a molecular structure, C53H43AsBrF6N4O6PV at a distorted geometry. The level of theory is ωB97M-V/def2-TZVPD.

Summary:
energy above the lowest of the compared OMol25 structures with the same formula, charge and spin = 83.35 kJ/mol
gap between HOMO and LUMO (alpha / beta) = 0.25769 / 0.15331 Ha
spin multiplicity = 4
lowest unoccupied orbital energy (alpha / beta) = -0.764 / -3.604 eV
net charge = 0
HOMO (alpha / beta) = -7.776 / -7.776 eV

Cartesian coordinates (Å):
V -0.300783 0.087731 0.195450
O 1.880431 3.171411 -3.595125
C 0.915467 4.107958 -3.513960
C 0.840695 5.051839 -4.539747
C -0.123210 6.038108 -4.504906
C -1.035497 6.106320 -3.452259
C -0.970505 5.164959 -2.445020
C -0.005143 4.154870 -2.456016
C 0.058644 3.124434 -1.384275
O 1.039452 2.350051 -1.332016
N -1.001451 3.094960 -0.563029
N -1.018885 2.056958 0.308760
C -1.892980 2.202727 1.251847
C -2.151993 1.108450 2.168747
C -3.148153 1.177542 3.136765
C -3.366163 0.079549 3.946533
C -2.595061 -1.061750 3.771437
C -1.626577 -1.063100 2.786026
N -1.406769 0.001545 2.007336
H 1.814370 2.640207 -2.770065
H 1.558431 4.986478 -5.347509
H -0.164839 6.767912 -5.304646
H -1.784894 6.886282 -3.424532
H -1.667491 5.186637 -1.618360
H -2.448048 3.131161 1.310441
H -3.730679 2.083160 3.239220
H -4.134724 0.110433 4.708499
H -2.733002 -1.941388 4.384215
H -0.995122 -1.923465 2.599968
Br 0.617417 -3.889872 -3.468664
C -0.339632 -2.288210 -3.817946
C -1.400431 -2.348695 -4.710272
C -2.137543 -1.205860 -4.983793
C -1.819999 -0.009280 -4.358062
C -0.768759 0.032807 -3.458384
C -0.005920 -1.098364 -3.179762
C 1.162969 -0.981376 -2.232602
O 2.245132 -1.436216 -2.486493
O 0.897158 -0.293147 -1.134547
H -1.633925 -3.285211 -5.199760
H -2.956248 -1.255920 -5.690859
H -2.384568 0.890464 -4.567187
H -0.518837 0.959128 -2.962422
C 5.953995 0.028606 -0.543486
C 5.197559 1.032660 -1.130131
C 3.983027 1.405998 -0.574590
C 3.532535 0.795372 0.591955
C 4.283052 -0.224661 1.167353
C 5.488998 -0.605677 0.597740
As 1.806784 1.183396 1.381320
C 1.668677 3.108508 1.659516
C 2.367861 4.063480 0.934414
C 2.173815 5.416091 1.188950
C 1.277537 5.824141 2.164773
C 0.583042 4.872832 2.900659
C 0.784022 3.524361 2.651387
C 2.226582 0.789821 3.253134
C 1.552953 -0.182910 3.975973
C 1.854610 -0.406438 5.315943
C 2.837327 0.342023 5.940060
C 3.526058 1.313141 5.219689
C 3.220955 1.534854 3.888136
H 6.894526 -0.272712 -0.988180
H 5.537162 1.515452 -2.038061
H 3.379526 2.149342 -1.073736
H 3.926043 -0.745608 2.044741
H 6.052871 -1.414800 1.044467
H 3.065075 3.768987 0.163723
H 2.724844 6.150378 0.613797
H 1.125285 6.878873 2.357320
H -0.108568 5.180088 3.676017
H 0.258379 2.790305 3.252157
H 0.821945 -0.806507 3.491397
H 1.331579 -1.183934 5.859350
H 3.078713 0.165231 6.980940
H 4.303454 1.896256 5.697915
H 3.761236 2.295281 3.337913
C -1.831174 -8.497479 -3.290466
C -1.362641 -7.676062 -2.120226
C -0.426662 -8.216541 -1.234540
C 0.119367 -7.477150 -0.188489
C -0.296919 -6.186867 0.008256
C -1.298185 -5.645986 -0.831526
N -1.696454 -4.376036 -0.515160
C -2.973503 -3.857576 -0.648636
C -4.073767 -4.722566 -0.702762
C -5.347101 -4.217123 -0.877484
C -5.547094 -2.847006 -0.993007
C -4.466870 -1.978706 -0.889285
C -3.186642 -2.461690 -0.694972
C -2.080777 -1.486124 -0.482663
O -2.234630 -0.255410 -0.675975
O -0.984760 -1.909266 -0.015571
C -1.805683 -6.367524 -1.949184
C -2.660640 -5.747316 -3.018409
H -1.530604 -9.537071 -3.172532
H -1.402112 -8.131043 -4.226513
H -2.916236 -8.467044 -3.400448
H -0.093020 -9.235290 -1.396517
H 0.870322 -7.906583 0.460616
H 0.098896 -5.583141 0.812160
H -0.985529 -3.734768 -0.114804
H -3.913604 -5.785656 -0.579556
H -6.190038 -4.895187 -0.913150
H -6.544822 -2.453912 -1.136890
H -4.599128 -0.906424 -0.948889
H -2.715784 -4.665118 -2.943582
H -3.678987 -6.146147 -3.004052
H -2.232214 -5.981190 -3.993242
F 1.425190 -1.840979 1.446968
P 1.743347 -3.449030 1.580043
F 1.193493 -3.692931 0.066501
F 1.977160 -5.038017 1.729578
F 3.221106 -3.235575 1.040242
F 2.204372 -3.227119 3.096882
F 0.184368 -3.676221 2.113700

Atoms 1-6, force components in eV/Å:
V 0.176 -0.028 -0.646
O -0.019 0.212 -0.190
C 0.170 -0.073 -0.044
C -0.016 0.018 -0.020
C 0.004 0.015 -0.011
C 0.011 -0.021 0.003

---

No. 3
This record from the Open Molecules 2025 dataset describes a molecular structure, C22H21IrN6. The level of theory is ωB97M-V/def2-TZVPD.

Summary:
gap between HOMO and LUMO = 0.24581 Ha
lowest unoccupied orbital energy = -8.161 eV
net charge = +2
HOMO = -14.850 eV

Cartesian coordinates (Å):
Ir -2.198794 -0.143052 -0.460355
C -2.332207 4.219492 -0.169582
C -2.766704 2.893755 -0.173809
N -1.894987 1.905083 -0.339645
C -0.586661 2.227083 -0.509064
C -0.194634 3.549322 -0.495708
N -1.062599 4.549254 -0.322940
C 0.327847 1.079815 -0.730892
C 1.687898 1.126106 -0.936663
C 2.409112 -0.053967 -1.176145
C 1.690861 -1.259077 -1.210487
C 0.331240 -1.265083 -0.996144
N -0.306717 -0.106683 -0.749617
C -0.576245 -2.439709 -1.034996
C -0.170327 -3.728617 -1.310338
N -1.027838 -4.750150 -1.366971
C -2.299206 -4.477083 -1.141296
C -2.746557 -3.187055 -0.850475
N -1.887092 -2.176750 -0.801624
C 3.876875 -0.027615 -1.389518
C 4.574748 1.174868 -1.482483
C 5.947702 1.141329 -1.669665
N 6.661385 0.022571 -1.766081
C 5.987019 -1.121134 -1.679016
C 4.615762 -1.204346 -1.495444
H -3.051221 5.017456 -0.030090
H -3.806318 2.630761 -0.035706
H 0.840825 3.830652 -0.636591
H 2.195104 2.076743 -0.910781
H 2.198482 -2.187170 -1.417135
H 0.868832 -3.963962 -1.499956
H -3.010364 -5.292675 -1.187949
H -3.789286 -2.969325 -0.662983
H 4.097803 2.141820 -1.427703
H 6.502112 2.069251 -1.745356
H 6.574376 -2.028353 -1.757275
H 4.174929 -2.187728 -1.431361
C -1.610044 1.383815 2.926933
C -2.701581 0.435575 2.455177
C -3.344409 -0.267377 3.671161
C -2.189499 -0.660924 1.539360
H -2.019333 2.122375 3.615099
H -1.108416 1.928955 2.121934
H -0.847943 0.821221 3.469829
H -3.510948 0.986329 1.955880
H -2.603744 -0.858750 4.211476
H -4.170937 -0.917128 3.385025
H -3.731436 0.484032 4.359715
H -2.842041 -1.538576 1.523680
H -1.174820 -1.005374 1.766577

Atoms 1-6, force components in eV/Å:
Ir -0.020 -0.303 0.119
C -0.154 0.095 0.067
C 0.115 -0.088 0.003
N -0.055 -0.094 0.044
C 0.129 -0.241 -0.068
C -0.071 0.286 -0.008